# 1
{
  "formula": "C55H29BrCdF17GeNO4STe",
  "method": "ωB97M-V/def2-TZVPD",
  "homo_energy_ev": -2.96,
  "e_above_lowest_kcal_mol": 0.0,
  "total_charge": -2,
  "homo_lumo_gap_ha": 0.2384,
  "lumo_energy_ev": 3.52,
  "symbols": ["F", "C", "C", "F", "C", "H", "F", "C", "H", "H", "C", "C", "C", "H", "H", "C", "C", "H", "F", "C", "H", "C", "S", "C", "H", "H", "F", "C", "C", "C", "H", "C", "O", "F", "C", "F", "H", "Cd", "F", "C", "C", "N", "H", "H", "H", "C", "C", "H", "C", "F", "C", "Br", "C", "Te", "F", "C", "C", "H", "C", "C", "C", "C", "C", "H", "C", "C", "C", "O", "O", "Ge", "H", "O", "C", "C", "H", "C", "F", "C", "C", "H", "C", "H", "C", "C", "H", "C", "C", "F", "C", "F", "F", "F", "H", "C", "C", "C", "C", "C", "C", "H", "F", "H", "C", "H", "H", "C", "H", "F", "C", "H", "C"],
  "positions_angstrom": [[-6.333, 5.875, 0.711], [-2.719, 4.009, 1.204], [0.070, -3.101, 3.361], [-7.573, -2.489, 0.877], [1.125, -1.034, 4.877], [-5.264, -3.161, 3.853], [-3.998, -1.058, -1.771], [-4.868, -0.775, -0.794], [3.742, -3.964, 2.032], [7.438, -3.335, 1.540], [-0.441, -2.838, 4.620], [-2.130, -0.153, 2.123], [-3.654, 3.415, 0.371], [2.447, -0.697, 3.224], [-1.265, -3.432, 4.999], [5.674, -1.554, 0.739], [-4.838, 0.459, -0.165], [1.211, -4.510, -0.890], [-2.071, 5.739, 2.691], [3.020, -2.167, 1.179], [0.190, -1.677, -1.410], [4.696, -0.619, 0.366], [-1.451, 0.899, -1.147], [0.080, -1.796, 5.378], [-4.036, -0.998, 3.871], [6.353, -4.686, 1.211], [-4.241, 3.817, -6.373], [6.756, -0.337, -1.872], [-6.693, -1.539, 0.534], [0.299, -2.730, -1.670], [0.338, 2.382, -3.807], [-3.220, 3.953, -4.248], [2.365, -0.125, 0.171], [-1.509, 3.495, 1.361], [3.293, -0.902, 0.549], [-5.828, 3.570, -0.557], [6.718, -1.295, 0.585], [0.370, 1.082, 0.674], [-5.771, -2.945, -1.109], [7.893, -0.249, -2.665], [-5.774, -1.769, -0.468], [0.845, -3.183, 0.647], [-0.687, -3.192, -1.648], [6.987, 2.596, -0.226], [-1.843, -2.204, 0.409], [6.445, -3.737, 1.747], [-5.768, 0.643, 0.843], [-4.833, -4.809, 2.051], [2.968, -0.437, -3.614], [-5.814, 1.775, 1.557], [-4.124, 3.371, -5.115], [-2.991, -4.861, -0.243], [7.267, 1.796, -0.900], [0.956, -2.753, -3.716], [-7.567, -0.113, 2.187], [2.426, 1.907, -3.637], [1.269, -3.429, -0.721], [6.103, -1.198, -1.946], [-5.147, 5.265, 0.875], [-2.982, 5.189, 1.884], [-4.523, -2.946, 3.092], [-2.878, -1.471, 2.139], [1.112, -2.333, 2.847], [3.700, -1.229, -3.517], [-2.616, -2.402, 1.140], [-4.284, -3.878, 2.090], [8.414, 1.878, -1.675], [-0.881, -0.220, 2.076], [4.611, 1.742, 0.027], [-3.358, 1.714, -0.608], [-0.335, -1.573, 6.354], [-2.827, 0.880, 2.160], [1.620, -0.752, -3.752], [-3.893, 2.434, -2.457], [2.739, 2.940, -3.551], [1.613, -2.582, 1.465], [-2.451, 4.965, -4.675], [8.728, 0.855, -2.562], [1.591, 2.540, 1.768], [4.414, 1.135, -3.451], [-4.918, 2.335, -4.666], [9.059, 2.745, -1.597], [-3.836, -1.740, 3.107], [0.682, 0.270, -3.852], [-0.337, -3.893, 2.749], [6.436, 0.684, -0.983], [5.158, 0.674, -0.160], [1.378, 3.887, 1.450], [-4.856, 4.081, 0.224], [1.334, 2.461, 3.146], [-2.218, 4.084, -2.168], [-4.464, 6.964, 2.356], [9.619, 0.920, -3.174], [-6.690, -0.326, 1.193], [-4.789, 1.892, -3.359], [-4.201, 5.817, 1.715], [5.378, -2.757, 1.334], [-3.126, 3.478, -2.952], [-3.334, -3.584, 1.126], [2.295, -3.113, -0.926], [-5.631, 0.907, -3.001], [1.522, -0.207, 5.451], [3.368, 0.891, -3.571], [-0.368, 0.031, -3.948], [6.395, -3.964, 2.816], [1.648, -1.310, 3.622], [8.126, -1.043, -3.363], [-5.814, 1.781, -5.499], [4.021, -3.029, 1.551], [2.663, 2.385, 1.663], [1.083, 1.597, -3.778]],
  "forces_ev_per_angstrom": [[0.0357, -0.0255, 0.0022], [0.0432, 0.0102, -0.0367], [0.0166, -0.0143, 0.0171], [0.0571, 0.0718, -0.0326], [0.0017, -0.0143, 0.0060], [0.0011, 0.0029, 0.0027], [-0.0438, 0.0355, 0.0249], [0.0142, -0.0519, -0.0762], [-0.0122, 0.0088, 0.0130], [0.0038, -0.0023, -0.0003], [-0.0180, 0.0012, -0.0087], [-0.2988, 0.4142, 0.2199], [0.1280, -0.1849, 0.1665], [0.0072, 0.0016, -0.0050], [0.0172, 0.0113, 0.0008], [0.0127, 0.0981, 0.0074], [0.3456, -0.1098, 0.1693], [0.0515, 0.0153, -0.0244], [0.0057, -0.0043, -0.0259], [0.0143, -0.0278, -0.0767], [0.0252, 0.0294, -0.0295], [-0.1420, -0.0716, -0.0298], [0.3035, -0.0983, 0.1773], [0.0137, 0.0153, -0.0132], [-0.0005, 0.0071, -0.0373], [0.0037, -0.0003, 0.0018], [0.0057, -0.0160, 0.0419], [-0.0206, 0.0247, -0.0251], [-0.0192, -0.0861, 0.0639], [0.0510, -0.0094, 0.0204], [-0.0085, -0.0043, 0.0225], [-0.0033, 0.0318, -0.0196], [-0.2282, -0.1156, -0.0773], [0.0047, -0.1249, 0.0070], [0.1705, 0.1054, 0.0295], [0.0378, 0.0050, -0.0040], [-0.0136, -0.0097, 0.0017], [-0.1947, 0.0041, 0.2489], [-0.0081, 0.0942, 0.0351], [0.0078, 0.0080, 0.0007], [-0.0004, -0.0618, -0.0675], [-0.0716, 0.0705, -0.0123], [-0.0036, 0.0214, 0.0431], [-0.0047, -0.0010, -0.0019], [0.0228, 0.0306, -0.0160], [-0.0174, 0.0080, 0.0019], [0.0360, 0.0677, 0.1218], [0.0197, -0.0120, 0.0054], [0.0237, 0.0182, -0.0057], [0.0394, -0.0182, -0.0301], [-0.0120, 0.0214, -0.0504], [0.0175, -0.0195, -0.0031], [0.0009, 0.0099, -0.0201], [-0.0186, -0.0581, 0.0119], [0.0360, -0.0018, -0.0576], [0.0422, 0.0175, 0.0097], [-0.0334, 0.0643, 0.0988], [-0.0058, -0.0053, 0.0038], [-0.0533, 0.0210, -0.0344], [-0.0290, 0.0445, 0.0010], [-0.0322, 0.0282, -0.0077], [0.0606, -0.0336, -0.0883], [-0.0275, -0.0419, 0.0245], [0.0078, -0.0011, 0.0042], [0.0726, -0.0816, 0.1023], [-0.0398, -0.0145, -0.0389], [-0.0109, 0.0012, 0.0037], [0.3676, -0.2698, -0.2877], [-0.0601, 0.0462, 0.0205], [-0.3740, 0.3716, -0.4261], [0.0008, 0.0026, 0.0031], [-0.1824, 0.0373, -0.2856], [-0.0387, -0.0438, 0.0511], [0.1937, -0.1430, 0.0349], [0.0015, -0.0018, -0.0133], [-0.1218, -0.0887, -0.1167], [-0.0184, -0.0205, 0.0159], [0.0034, -0.0016, -0.0023], [-0.1300, 0.1620, 0.0281], [0.1156, 0.0006, 0.0567], [-0.0198, 0.0116, -0.0287], [0.0066, -0.0023, 0.0031], [-0.0708, 0.0322, -0.0091], [-0.0071, 0.0101, 0.0312], [-0.0542, -0.0111, -0.0536], [-0.0169, -0.0022, -0.0533], [-0.0146, 0.0009, -0.0538], [0.0287, -0.0534, 0.0213], [-0.0848, -0.0458, 0.0167], [0.0592, 0.0222, -0.0294], [-0.0404, -0.0353, -0.0102], [0.0108, -0.0531, -0.0232], [-0.0011, 0.0028, -0.0029], [-0.0582, -0.0095, 0.0878], [-0.1355, 0.0613, 0.0675], [0.0122, 0.0498, 0.0491], [0.0097, -0.0781, 0.0534], [0.0890, 0.0080, 0.0431], [0.0573, -0.0181, 0.0112], [0.0361, 0.0688, 0.0143], [0.0309, -0.0569, 0.0423], [-0.0128, 0.0107, -0.0125], [-0.0179, -0.0160, 0.0361], [-0.0406, 0.0015, 0.0209], [0.0039, 0.0022, -0.0009], [-0.0312, 0.0196, -0.0296], [-0.0037, 0.0017, -0.0034], [0.0283, 0.0124, 0.0308], [0.0187, -0.0599, 0.0015], [0.1162, -0.0312, -0.0327], [-0.0413, 0.0075, -0.0216]]
}

=====

# 2
{
  "formula": "C55H34I4N5OSeZr",
  "method": "ωB97M-V/def2-TZVPD",
  "homo_energy_ev": [-5.61, -6.99],
  "e_above_lowest_kcal_mol": 0.0,
  "s2": 0.825,
  "spin_multiplicity": 2,
  "homo_lumo_gap_ha": [0.1733, 0.2035],
  "lumo_energy_ev": [-0.89, -1.45],
  "symbols": ["C", "C", "C", "H", "Zr", "H", "I", "C", "Se", "H", "C", "C", "C", "C", "C", "N", "C", "C", "C", "C", "N", "H", "H", "N", "H", "H", "H", "C", "H", "C", "C", "N", "C", "H", "C", "H", "H", "C", "C", "C", "C", "N", "O", "C", "C", "H", "I", "H", "C", "C", "I", "H", "C", "C", "C", "C", "H", "H", "H", "C", "C", "C", "H", "C", "C", "H", "C", "C", "C", "C", "H", "C", "H", "H", "I", "H", "C", "C", "C", "H", "H", "C", "H", "H", "C", "H", "C", "H", "H", "C", "C", "H", "C", "C", "C", "H", "H", "C", "C", "C", "C"],
  "positions_angstrom": [[-15.707, 16.173, -2.825], [-15.472, 15.515, -0.538], [-10.323, 18.298, -7.483], [-20.829, 15.332, -4.466], [-16.360, 17.722, -6.493], [-21.557, 22.072, -2.106], [-22.233, 9.700, -6.193], [-18.687, 14.934, -6.338], [-14.936, 17.004, -4.336], [-15.307, 16.438, -14.408], [-17.504, 13.793, -8.253], [-15.159, 15.927, -11.033], [-18.781, 17.938, -4.400], [-16.926, 15.544, -2.893], [-19.837, 11.450, -5.514], [-16.254, 18.672, -8.523], [-15.115, 18.885, -10.481], [-18.438, 19.269, -3.960], [-15.942, 20.020, -8.668], [-21.023, 11.375, -6.274], [-12.986, 17.812, -7.262], [-13.006, 13.608, -12.205], [-13.078, 24.556, -7.276], [-16.907, 15.995, -7.704], [-20.249, 21.097, -3.955], [-14.060, 22.390, -6.678], [-10.921, 19.749, -8.963], [-16.096, 21.075, -7.690], [-13.844, 14.574, -10.067], [-15.668, 24.363, -9.501], [-15.768, 17.978, -9.659], [-18.254, 17.201, -5.423], [-18.948, 19.296, -1.470], [-19.452, 19.428, 0.588], [-20.067, 16.072, -4.554], [-13.940, 16.584, -1.665], [-16.469, 13.834, -10.176], [-14.489, 22.971, -7.427], [-21.471, 12.501, -6.959], [-17.429, 14.909, -1.811], [-15.573, 22.408, -8.114], [-16.987, 19.749, -5.861], [-14.287, 17.661, -7.075], [-15.046, 16.011, -13.476], [-19.097, 12.623, -5.518], [-18.008, 12.841, -8.156], [-13.568, 14.105, -15.273], [-18.430, 14.432, -1.922], [-14.150, 14.946, -13.448], [-11.251, 19.021, -8.236], [-13.831, 26.694, -9.582], [-9.264, 18.357, -7.642], [-19.889, 17.229, -3.815], [-19.657, 19.819, -0.372], [-15.549, 16.485, -12.262], [-17.697, 14.888, -7.347], [-18.216, 18.492, -1.404], [-20.545, 17.553, -3.058], [-17.081, 22.727, -9.634], [-14.528, 24.872, -8.890], [-19.500, 13.730, -6.263], [-10.798, 17.276, -6.648], [-17.629, 21.963, -3.469], [-16.504, 20.934, -6.391], [-13.744, 14.413, -12.244], [-12.586, 16.245, -6.009], [-14.914, 16.125, -1.670], [-20.560, 20.836, -0.590], [-15.232, 20.183, -9.890], [-15.793, 16.541, -9.834], [-16.224, 24.892, -10.264], [-13.923, 24.201, -7.849], [-18.243, 12.753, -4.894], [-14.630, 18.690, -11.410], [-21.576, 21.701, 0.992], [-17.526, 15.525, -3.797], [-16.747, 14.896, -0.602], [-20.821, 21.300, -1.873], [-19.157, 19.773, -2.755], [-22.371, 12.543, -7.524], [-16.258, 17.318, -12.325], [-20.108, 20.770, -2.936], [-21.097, 14.492, -7.469], [-10.130, 16.537, -6.195], [-16.405, 15.673, -8.956], [-16.448, 23.055, -5.527], [-17.568, 20.061, -4.675], [-14.700, 21.086, -10.195], [-19.542, 10.597, -4.891], [-16.182, 23.124, -9.120], [-19.021, 16.020, -5.514], [-14.942, 15.439, 0.407], [-20.727, 13.679, -6.913], [-17.279, 21.453, -4.348], [-12.573, 18.811, -8.055], [-13.342, 19.407, -8.545], [-17.169, 14.412, 0.278], [-16.682, 21.983, -5.410], [-12.147, 17.051, -6.572], [-16.731, 14.298, -9.245], [-14.197, 14.918, -11.055]],
  "forces_ev_per_angstrom": [[0.9220, 0.2691, -0.0647], [-0.6490, -0.6379, -0.1034], [-0.6589, -1.1948, -0.0296], [-0.2919, -0.3123, 0.2036], [-0.1900, -0.0713, -0.0650], [0.1886, -0.2044, 0.4488], [-0.0584, -0.3256, -0.0403], [1.3309, 0.4941, -1.0554], [0.4363, 0.2059, -0.5722], [-0.4418, 0.4287, -0.6976], [0.0679, 0.8445, -0.2024], [-0.6230, 1.5103, -1.0155], [-1.0176, 0.2044, 0.9653], [-0.2080, 0.3139, -1.1264], [-0.6204, -0.4206, -0.1053], [-0.3465, -0.0800, -0.2804], [-0.2074, 2.0541, 0.5236], [0.4764, -1.3940, -0.3918], [0.7256, -0.8057, -1.0262], [0.4645, 0.7698, 0.3904], [-1.5373, 0.7531, 0.6498], [-0.2905, 0.2215, -0.1941], [0.1058, 0.3320, -0.3152], [-0.9459, -0.7146, -0.1861], [-0.3274, 0.2891, -0.0354], [0.8202, -0.6376, 1.3385], [-0.0591, 0.1349, 0.0934], [0.5210, -0.0561, 0.1759], [-0.0718, -0.1321, -0.7852], [-0.5502, -0.6812, 0.0300], [0.0899, 0.3475, 1.2176], [0.1797, -0.1889, -0.3307], [0.0608, -0.2053, -0.0723], [0.0444, -0.2110, 0.9251], [0.9037, 0.6688, 0.0856], [0.1140, 0.0465, 0.0948], [0.0658, -0.2392, -0.0972], [-0.4346, 1.2244, -2.3256], [0.8905, 0.2468, 0.5699], [-1.6511, -1.0969, 1.4249], [0.1046, -0.2022, 0.9948], [0.2678, -0.7728, -0.6152], [0.5045, -0.0762, -0.2060], [0.4810, -0.5713, 1.3529], [-0.5612, 0.1362, -0.2628], [0.1901, 0.0830, -0.2042], [0.1465, 0.0104, 0.1377], [0.8553, 0.3074, 0.3025], [-0.5294, 0.2120, -0.3638], [1.7513, 0.1952, 0.2989], [0.2718, 0.3244, 0.0060], [0.2728, 0.4194, -0.0269], [0.4744, -0.8317, -1.7564], [0.7215, -0.2727, -1.5335], [0.0605, -0.0834, -0.9419], [-0.6108, 1.1667, 1.7940], [-0.1399, 0.0967, 0.5512], [-0.3983, 0.4999, 0.7825], [0.7163, 0.2581, 0.4225], [-0.3736, 0.1414, -0.2211], [-1.2304, -0.7560, 0.4331], [0.7743, 0.0346, -0.7230], [0.0390, 0.0095, 0.1541], [0.0093, -0.0571, -0.9865], [1.2247, -0.9538, -0.1071], [-0.2497, 0.0375, 0.1557], [-1.3793, -0.3566, 0.4755], [-0.3129, 0.1389, -0.2187], [0.2100, -1.1173, 0.1761], [0.2123, -0.2057, 0.5814], [0.3578, 0.2400, -0.0308], [-0.6499, -1.4448, 0.9570], [0.6690, -0.2565, 0.2694], [0.2233, -0.1773, -0.2823], [-0.1682, 0.0839, 0.3340], [0.3834, 0.1617, 0.0331], [0.9373, 0.4404, -0.0089], [-0.0077, 0.2454, -0.6143], [-0.0261, 0.4677, -0.0539], [-0.6743, -0.4016, -0.2360], [0.1949, -0.4273, 0.3289], [0.1241, -0.1123, -0.0559], [-0.2143, 1.1110, -0.5141], [-0.2019, 0.6064, 0.0788], [0.2850, 0.0291, 0.4023], [-0.0033, -0.8761, -0.1103], [-0.5508, 0.2776, 1.2532], [-0.5098, -0.3174, -0.1042], [-0.0513, 0.3947, -0.3295], [-0.4642, 0.4735, -0.8275], [0.5975, 0.7564, 0.0327], [0.1284, 0.2135, -0.2033], [0.4767, -1.4712, 0.1286], [-0.6541, -0.4590, 0.1695], [-1.0988, 0.1400, -0.4121], [-0.0456, -0.3624, 0.1191], [0.1495, 0.1204, -0.2160], [0.4345, 1.4459, -0.3104], [0.3004, -0.6905, 0.2406], [0.0244, -0.3701, -0.2425], [-0.6957, 0.5944, 1.7336]]
}